# 1
The following is a quantum chemistry calculation of a cluster of 2 separate species, C4H12O2 in total, from OMol25.

```
! RIJCOSX wB97M-V def2-TZVPD def2/J DEFGRID3
* xyz 0 1
O 0.023 1.045 -0.347
O 0.324 -4.633 0.662
C 0.815 0.739 0.741
C -2.239 1.076 -1.240
C -1.243 0.403 -0.219
C 2.154 1.391 0.402
H -3.302 0.921 -0.991
H -2.032 2.159 -1.243
H -2.053 0.679 -2.252
H 0.405 1.152 1.682
H 2.130 2.494 0.397
H -1.580 0.572 0.822
H 1.283 -4.803 0.802
H 2.482 1.042 -0.592
H 2.891 1.059 1.152
H 0.872 -0.361 0.852
H 0.270 -4.247 -0.241
H -1.201 -0.690 -0.386
*
```

**Energy above the lowest of the compared OMol25 structures with the same formula, charge and spin**: 60.8 kJ/mol
**Structure (SMILES)**: CCOCC.O
**Lowest unoccupied orbital energy**: 0.71 eV
**HOMO-LUMO gap**: 10.55 eV
**Highest occupied orbital energy**: -9.838 eV
**Calculated total energy**: -310.04975 a.u.

# 2
The following is a quantum chemistry calculation of a cluster of 2 separate species, C27H36FN3O8S in total, from OMol25.

```
! RIJCOSX wB97M-V def2-TZVPD def2/J DEFGRID3
* xyz 0 1
S -1.554 3.626 -1.442
F 1.001 -5.177 -3.069
O -4.959 7.125 4.311
O 7.205 -1.059 1.307
O 1.809 -2.874 1.299
O -1.565 -5.840 -1.734
O 0.342 5.309 0.094
O -5.131 6.853 6.553
O -3.540 5.749 5.381
O 6.212 0.605 0.000
N -2.971 -2.593 3.332
N -1.376 4.286 1.327
N -0.643 4.993 2.246
C -1.142 -1.947 1.635
C 4.198 -1.421 -2.674
C -2.710 -2.029 -2.320
C -3.953 6.765 3.374
C -3.342 5.542 3.988
C 6.084 -0.065 -1.301
C -1.426 -3.818 -0.248
C -0.806 4.466 0.016
C -0.411 2.306 -2.084
C 2.818 -2.250 -2.511
C 6.199 -0.341 1.064
C 0.410 5.588 1.481
C 2.946 -3.554 -1.588
C -1.163 1.195 -2.987
C -4.594 6.600 5.514
C -3.179 -0.600 -2.946
C -3.500 -2.332 -0.963
C 4.860 -1.093 -1.253
C 1.458 -3.833 -1.005
C 4.918 -0.582 2.027
C 0.986 -3.216 0.404
C 0.619 -4.632 -1.821
C -0.872 -4.892 -1.309
C -0.601 -3.016 0.573
C -3.007 -3.643 -0.176
C -2.324 0.518 -2.118
C -1.742 -2.790 2.870
H 4.478 -1.593 1.702
H -3.553 -1.445 -0.237
H -4.387 6.567 2.394
H -3.394 -3.644 0.911
H -3.499 -4.564 -0.664
H 5.256 -2.093 -0.837
H -4.303 -0.447 -2.861
H 3.230 -4.477 -2.199
H 7.054 -0.627 -1.538
H 2.502 -2.573 -3.573
H -1.573 -1.935 -2.194
H -3.856 4.624 3.691
H -1.799 -0.010 -1.233
H -3.240 7.590 3.286
H 4.922 -1.924 -3.401
H -1.639 1.758 -3.857
H 1.173 6.213 2.041
H 3.610 -3.435 -0.673
H -2.280 5.445 3.756
H 0.381 2.819 -2.749
H -0.310 -1.292 2.075
H 5.191 -0.574 3.129
H -3.060 1.248 -1.648
H 0.172 1.830 -1.215
H -1.928 -1.252 1.160
H -0.394 0.435 -3.382
H -1.059 -3.605 3.296
H 3.924 -0.407 -3.149
H -4.596 -2.537 -1.268
H 4.040 -0.674 -0.581
H -3.038 -3.300 4.097
H 1.982 -1.556 -2.122
H -2.886 -2.903 -3.030
H -2.788 -0.559 -4.027
H 4.151 0.208 1.732
H 5.963 0.761 -2.080
*
```

**Structure (SMILES)**: [H]/N=C/CC1=C(CCCCCCCSc2nnco2)C(=O)C(F)=C(CCCCCOC(C)=O)C1=O.O=C1OCCO1
**Lowest unoccupied orbital energy**: -1.77 eV
**HOMO-LUMO gap**: 8.01 eV
**Highest occupied orbital energy**: -9.785 eV
**Calculated total energy**: -2314.35061 a.u.

# 3
The following is a quantum chemistry calculation of a structure of composition F36K4P6, from OMol25.

```
! RIJCOSX wB97M-V def2-TZVPD def2/J DEFGRID3
* xyz -2 1
K -3.984 2.639 0.526
K 3.041 0.167 -0.675
K -0.220 1.655 3.653
K -1.262 1.625 -3.982
P 3.276 0.071 3.703
P 1.482 -3.377 -0.405
P 4.107 4.378 -0.517
P -2.524 -2.609 -3.419
P -5.618 -0.733 0.908
P -0.369 1.392 -0.117
F 3.613 5.937 -0.231
F -3.666 -1.463 -3.051
F -5.725 0.618 1.725
F -7.157 -1.049 1.112
F 3.919 -0.674 4.958
F 3.797 -1.168 2.751
F -0.085 -3.596 -0.650
F -5.252 -1.703 2.186
F -1.196 2.187 -1.261
F 0.314 0.494 0.996
F -4.081 -0.360 0.600
F -5.388 -2.051 -0.020
F 4.641 2.869 -0.879
F -1.394 -1.868 -2.449
F 3.176 3.651 0.610
F -3.530 -3.263 -4.547
F 4.716 0.786 3.349
F 1.690 -4.597 -1.533
F 1.820 -0.693 3.959
F 2.973 4.255 -1.657
F -1.750 0.742 0.368
F 5.054 5.092 -1.632
F 2.482 0.765 2.397
F 5.315 4.595 0.532
F 1.635 -2.299 -1.571
F -6.113 0.190 -0.313
F 1.224 -2.210 0.674
F 1.412 -4.458 0.779
F -0.681 2.615 0.891
F 2.904 1.326 4.630
F -1.398 -3.755 -3.913
F 3.076 -3.305 -0.038
F 1.017 2.156 -0.523
F -0.157 0.121 -1.085
F -1.920 -1.622 -4.589
F -3.214 -3.473 -2.249
*
```

**Lowest unoccupied orbital energy**: 1.55 eV
**HOMO-LUMO gap**: 7.74 eV
**Highest occupied orbital energy**: -6.189 eV
**Calculated total energy**: -8044.71424 a.u.

# 4
The following is a quantum chemistry calculation of an isolated molecule of C5H9NO, from OMol25.

```
! RIJCOSX wB97M-V def2-TZVPD def2/J DEFGRID3
* xyz 0 1
O -1.830 1.050 -0.039
N 0.484 0.896 0.364
C 0.788 1.857 1.395
C -1.118 -1.635 -1.368
C -0.285 -0.928 -0.308
C -0.770 0.470 0.022
C 1.155 -0.278 -0.215
H -0.183 2.191 1.785
H -2.048 -1.912 -0.848
H 1.358 1.392 2.214
H -1.411 -0.962 -2.182
H 1.882 -0.753 0.462
H 1.662 -0.045 -1.160
H 1.337 2.728 1.022
H -0.334 -1.513 0.616
H -0.688 -2.559 -1.761
*
```

**Energy above the lowest of the compared OMol25 structures with the same formula, charge and spin**: 140.1 kJ/mol
**Structure (SMILES)**: C[C@H]1CN(C)C1=O
**Lowest unoccupied orbital energy**: 0.87 eV
**HOMO-LUMO gap**: 10.07 eV
**Highest occupied orbital energy**: -9.205 eV
**Calculated total energy**: -325.88421 a.u.

# 5
The following is a quantum chemistry calculation of a cluster of 2 separate species, C2BrCl3N4 in total, from OMol25.

```
! RIJCOSX wB97M-V def2-TZVPD def2/J DEFGRID3
* xyz 0 1
Br -2.011 -1.746 0.542
Cl 0.183 -2.208 -1.655
Cl 1.695 -2.239 0.730
Cl 1.919 -0.023 -0.985
N -1.269 0.978 -0.336
N -0.305 1.767 -0.021
N 0.493 1.269 0.863
N 0.037 0.126 1.223
C -1.007 -0.161 0.491
C 1.047 -1.377 -0.490
*
```

**Energy above the lowest of the compared OMol25 structures with the same formula, charge and spin**: 194.2 kJ/mol
**Lowest unoccupied orbital energy (alpha / beta)**: -2.89 / -2.89 eV
**HOMO-LUMO gap (alpha / beta)**: 6.85 / 6.85 eV
**Highest occupied orbital energy (alpha / beta)**: -9.735 / -9.734 eV
**Calculated total energy**: -4249.64286 a.u.

# 6
The following is a quantum chemistry calculation of a cluster of 2 separate species, C6H11O in total, from OMol25.

```
! RIJCOSX wB97M-V def2-TZVPD def2/J DEFGRID3
* xyz -1 1
O -1.264 -0.095 -1.006
C 1.244 1.316 0.711
C 0.166 1.022 2.851
C 0.182 0.736 1.513
C -0.206 -2.037 -1.948
C -1.226 -1.447 -0.959
C 1.270 1.168 -0.660
H -0.574 0.067 1.017
H 0.933 1.667 3.265
H 2.061 1.634 -1.272
H -0.628 0.724 3.547
H 0.789 -1.592 -1.664
H -2.125 -2.097 -1.026
H -0.423 -1.717 -3.013
H 0.410 0.694 -1.172
H -0.110 -3.119 -1.964
H 2.060 1.731 1.244
H -0.856 -1.782 0.036
*
```

**Energy above the lowest of the compared OMol25 structures with the same formula, charge and spin**: 99.3 kJ/mol
**Lowest unoccupied orbital energy**: 4.04 eV
**HOMO-LUMO gap**: 6.81 eV
**Highest occupied orbital energy**: -2.771 eV
**Calculated total energy**: -310.37896 a.u.

# 7
The following is a quantum chemistry calculation of a structure of composition C20H48F12N2O16S4, from OMol25.

```
! RIJCOSX wB97M-V def2-TZVPD def2/J DEFGRID3
* xyz -2 1
S -1.277 -2.449 -0.824
S 1.046 -1.367 -0.244
S -4.592 1.460 0.998
S -2.424 2.967 1.370
F -3.044 -0.637 -1.694
F -5.954 1.081 3.216
F -5.617 3.159 2.748
F -7.097 2.017 1.621
F 2.784 0.508 0.157
F -0.473 1.858 2.796
F 0.751 1.239 0.102
F -2.478 -2.103 -3.153
F -0.150 3.889 2.124
F -1.479 3.489 3.805
F -1.107 -0.483 -2.633
F 1.521 0.103 1.843
O 1.801 -4.052 -5.788
O -4.853 0.071 0.796
O -0.516 -3.482 -1.455
O 3.297 5.077 3.194
O -4.786 2.338 -0.117
O 1.914 -2.332 0.383
O 6.294 -1.570 1.666
O -4.942 -3.304 -6.566
O 1.339 -1.194 -1.652
O -4.593 -3.101 1.837
O -1.729 2.779 0.123
O -3.101 4.242 1.489
O 1.711 2.836 5.365
O 0.816 -5.668 3.028
O 0.244 6.647 -1.660
O -2.439 -2.841 -0.082
N -3.329 1.769 1.910
N -0.491 -1.381 0.103
C 2.922 -5.234 1.816
C -5.997 -3.277 1.612
C -4.026 -1.033 -6.593
C 1.511 0.248 0.503
C -3.911 -2.447 -6.038
C 3.897 3.671 1.309
C 1.011 -2.959 -6.254
C 3.713 5.063 1.825
C -5.892 1.975 2.204
C 0.159 -2.330 -5.196
C 5.407 -0.868 0.772
C -1.066 3.037 2.626
C 1.223 4.542 -1.013
C 2.057 -4.980 3.034
C 0.446 5.755 -0.578
C 2.409 2.001 4.429
C -2.007 -1.327 -2.145
C -6.777 -2.229 2.350
C 3.859 1.891 4.862
C 6.039 -0.869 -0.575
H 4.341 2.863 4.963
H 2.239 2.351 3.412
H 2.638 -5.233 3.936
H 1.941 3.750 5.169
H 5.304 -0.456 -1.282
H 0.906 4.235 -2.017
H 6.927 -0.247 -0.665
H 4.088 5.062 3.739
H 1.820 -3.919 3.057
H 4.638 5.644 1.717
H 0.942 6.282 0.248
H -0.402 6.223 -2.234
H 2.279 4.746 -1.239
H -4.531 -4.094 -6.921
H -0.723 -2.949 -5.029
H 4.420 -1.337 0.723
H -6.668 -2.346 3.430
H 4.423 1.288 4.137
H 3.440 -6.194 1.753
H -2.902 -2.819 -6.238
H 5.205 0.155 1.112
H 1.468 -4.854 -6.193
H 4.687 3.087 1.804
H 0.945 -6.608 2.881
H -4.147 -3.226 0.991
H -4.737 -0.429 -6.034
H 0.700 -2.146 -4.268
H 6.180 -1.876 -0.967
H 5.900 -1.578 2.541
H -6.418 -1.235 2.090
H 0.378 -3.244 -7.104
H 2.335 -5.033 0.919
H 2.959 5.598 1.247
H -4.281 -1.016 -7.656
H -6.240 -4.305 1.916
H -7.830 -2.262 2.054
H 4.240 3.631 0.269
H -0.199 -1.350 -5.523
H 1.928 1.027 4.516
H 3.718 -4.481 1.832
H -6.177 -3.217 0.532
H 1.686 -2.196 -6.661
H -4.024 -2.430 -4.956
H 1.134 3.700 -0.332
H -3.042 -0.556 -6.562
H 3.927 1.326 5.792
H 3.017 3.030 1.366
H -0.449 5.445 -0.021
*
```

**Lowest unoccupied orbital energy**: 3.66 eV
**HOMO-LUMO gap**: 8.37 eV
**Highest occupied orbital energy**: -4.702 eV
**Calculated total energy**: -4895.31479 a.u.